# 1
Density functional theory data (ωB97M-V/def2-TZVPD) for a structure of composition C46H36N5O12S3W at a distorted geometry.

Structure (XYZ):
```
103
Properties=species:S:1:pos:R:3:forces:R:3
C -3.243 3.626 -0.909 0.0 -0.1 0.0
C -5.569 0.767 -0.029 0.1 0.0 0.1
O 1.370 -1.148 -1.505 0.6 -0.4 0.1
H 1.958 -5.373 1.309 0.0 0.0 0.0
C 5.281 -0.664 -0.315 -0.1 0.0 0.0
H 1.660 -5.688 6.166 0.0 0.0 0.0
C 2.067 1.207 -0.251 -0.4 0.2 -0.1
O -1.942 -0.437 3.139 0.0 0.3 -0.1
O -0.445 -0.209 -4.988 -0.1 0.2 0.6
C 2.954 -4.978 1.444 -0.1 0.0 0.0
C 1.889 -2.913 2.402 0.0 -0.1 0.0
C 5.338 -5.213 1.245 0.0 0.0 0.0
H -4.062 6.564 0.565 0.0 0.1 0.0
C -0.986 -3.657 -1.751 0.2 0.4 0.1
H -1.778 6.260 1.501 0.0 0.1 0.1
H 2.815 -4.798 4.194 0.1 0.0 0.0
H 2.187 4.016 -2.791 0.1 0.0 0.0
H 6.200 -5.801 0.961 0.1 0.0 0.0
C 1.365 -0.689 1.950 -0.3 0.2 0.4
H -4.660 2.990 -2.009 0.2 -0.1 0.1
S -1.500 -5.078 -2.228 0.0 0.1 0.0
C -0.166 1.784 -3.714 0.0 0.0 -0.2
H 2.652 1.158 -4.256 0.0 0.0 0.0
H 3.062 1.788 -2.659 0.0 0.0 0.0
H -1.792 -3.354 5.195 -0.1 0.0 0.0
C 1.082 2.270 -3.338 -0.1 0.0 -0.1
C 0.315 5.979 -3.002 0.0 0.0 0.0
C 2.262 1.350 -3.253 0.0 -0.1 -0.2
C 1.153 -4.977 5.527 0.0 -0.1 0.1
H 4.524 -2.189 2.512 0.0 0.1 0.1
C -3.468 5.701 0.300 0.0 0.0 0.0
O -2.389 -1.083 -1.048 0.1 -0.2 -0.1
H -0.647 -2.463 3.238 0.0 0.0 0.0
C 4.058 -5.722 1.074 0.1 -0.1 -0.1
C -0.388 0.304 -3.888 0.3 0.1 -0.4
H 1.993 0.384 -2.824 0.0 0.2 -0.3
C 3.112 -3.701 1.976 0.1 0.0 -0.1
H 4.664 1.248 0.425 0.0 0.1 0.0
C -5.728 1.027 2.338 0.1 0.0 0.1
C -4.307 0.195 0.082 -0.2 -0.1 -0.2
C -1.032 4.012 -3.782 0.0 -0.1 0.1
N -0.562 -2.607 -1.402 -0.6 -0.1 0.4
H -3.313 2.826 -4.366 -0.2 0.1 0.0
O -1.526 1.204 -1.263 -0.1 -0.2 0.4
H 3.227 -2.932 -1.825 -0.1 -0.1 -0.1
N 0.154 2.350 -0.275 -0.6 -0.1 -0.3
H -2.405 2.042 -5.661 0.0 0.0 0.0
O 0.475 -3.703 0.611 0.2 -0.1 0.4
H 5.585 -2.627 -1.142 0.0 0.0 0.0
C 0.173 4.517 -3.308 0.1 -0.1 0.0
C 2.610 -1.020 -1.078 -0.1 0.1 0.2
C 3.559 -2.029 -1.339 -0.3 0.3 0.1
H 6.492 -3.533 1.910 0.0 0.0 0.0
C 3.026 0.167 -0.445 -0.2 -0.5 0.2
C -6.279 1.188 1.081 0.0 0.0 -0.1
H 2.422 2.178 0.100 -0.1 -0.2 -0.1
H 6.311 -0.545 -0.017 0.1 0.0 0.0
H -4.980 4.869 -0.968 -0.1 0.0 0.0
O -3.769 2.706 -1.756 -0.1 0.1 -0.2
O 1.276 0.491 2.197 0.1 0.3 -0.1
C -2.499 2.143 -4.577 -0.1 -0.1 -0.1
H 3.918 -6.706 0.647 0.0 -0.1 0.0
H 1.317 6.209 -2.646 0.1 0.0 0.0
C -1.081 2.271 -0.683 0.9 -0.1 0.3
C -4.475 0.449 2.467 -0.2 0.1 0.1
C -1.218 2.655 -3.998 0.1 0.1 0.0
C -0.140 -4.579 5.818 0.0 0.0 0.0
N 0.692 -1.421 0.969 -0.2 0.0 -0.7
O -4.654 -1.319 -1.985 -0.1 -0.1 0.0
C 0.923 -2.755 1.202 0.1 -0.5 -0.3
H -6.265 1.347 3.219 0.0 0.0 0.1
O -0.491 -0.401 -2.778 -0.2 -0.3 0.0
C -0.780 -3.671 4.987 0.0 0.0 0.0
C -3.986 4.752 -0.557 0.1 0.0 0.0
C 4.366 0.330 -0.063 -0.1 -0.1 -0.1
S -2.144 -0.647 1.733 0.1 -0.4 0.1
C -1.461 4.416 0.471 0.0 0.0 -0.1
C -3.759 0.032 1.352 0.2 0.0 0.0
C 1.172 -3.563 3.578 -0.1 0.0 0.1
C -2.193 5.533 0.821 0.0 0.0 0.0
H -0.648 -4.973 6.688 0.0 0.0 0.0
N 2.174 -1.533 2.676 0.3 0.1 0.1
W -0.487 -0.689 -0.819 0.7 1.8 -1.7
H -4.027 0.319 3.440 0.0 0.0 0.0
C 4.866 -1.840 -0.956 0.0 0.0 0.0
C 1.807 -4.473 4.412 0.0 0.0 0.0
S -3.677 -0.314 -1.574 0.0 0.0 0.3
H 2.424 -1.221 3.601 -0.1 0.0 -0.1
C -0.129 -3.166 3.876 0.0 0.0 0.0
C -1.956 3.443 -0.401 0.1 0.0 0.0
H -6.007 0.855 -1.011 -0.1 0.0 -0.2
H -7.259 1.631 0.964 0.0 0.0 0.0
H -0.474 4.262 0.873 0.1 0.0 0.1
O -1.994 -2.004 1.270 -0.4 -0.1 0.4
N 0.793 1.137 -0.497 0.3 -0.2 0.5
H -2.762 1.166 -4.183 -0.1 -0.1 0.1
C 1.229 3.637 -3.123 -0.1 0.0 -0.1
H 0.120 6.590 -3.882 0.0 0.1 -0.1
C 5.501 -3.946 1.779 0.1 0.0 0.0
H -1.855 4.690 -3.968 -0.1 0.1 0.0
C 4.392 -3.191 2.134 -0.1 0.0 0.0
H -0.391 6.279 -2.230 -0.1 0.0 0.1
O -1.217 0.230 0.895 -0.2 -0.4 0.2
```
Positions in Å, forces in eV/Å.

Calculated values
charge	-1
energy relative to the best compared isomer or geometry (same formula, charge and spin)	2.201	eV
2S+1	1



# 2
Density functional theory data (ωB97M-V/def2-TZVPD) for a structure of composition C46H37BaBrIN4O2PS2 at a distorted geometry.

Structure (XYZ):
```
95
Properties=species:S:1:pos:R:3:forces:R:3
Ba 0.057 0.977 0.351 -2.1 -1.1 -0.4
C -2.929 -2.383 -6.494 0.1 -0.1 0.0
C 1.109 -2.680 1.591 -0.1 0.0 0.2
H -2.748 -2.591 2.419 0.0 0.0 0.0
C 1.192 1.472 3.920 -0.3 0.0 0.8
C 2.985 1.426 -1.351 -0.2 -0.1 -0.1
H -2.255 -6.028 0.152 0.0 0.0 0.0
H 2.288 1.161 -2.142 0.0 0.0 0.0
C 1.317 -0.950 -4.367 0.0 0.0 0.0
C -4.527 1.029 -4.697 0.1 0.0 0.1
C -1.764 5.316 5.487 -0.1 0.0 0.3
C -4.490 -0.535 -6.491 -0.1 0.1 0.0
H 0.723 -3.092 0.658 0.0 -0.1 0.0
C -1.966 3.886 3.525 0.1 0.1 0.0
C -1.618 3.495 2.227 0.1 0.3 0.1
H -4.867 -0.917 -7.431 0.0 0.0 0.0
H 3.488 2.282 2.971 0.0 -0.1 0.0
C -2.291 -1.598 2.353 0.0 0.0 0.0
N 2.492 1.442 -0.120 1.6 0.4 0.0
C -1.343 -2.656 -4.745 -0.1 0.1 0.1
N 1.621 1.470 2.583 0.7 0.3 -0.5
H -2.675 3.278 4.070 0.0 0.0 0.0
H 0.495 6.070 1.552 0.0 0.0 0.0
O 1.856 -1.521 1.245 -0.1 0.2 -0.1
H 3.564 -2.018 2.306 0.0 0.0 0.0
C -3.433 -1.229 -5.858 0.1 0.0 0.2
H -1.525 -3.984 -6.433 0.0 0.0 0.0
C -1.785 -1.535 -4.077 0.2 0.1 0.0
H 2.436 -0.936 3.164 0.0 -0.1 0.0
C 1.472 1.739 6.307 0.0 0.0 0.1
H -1.653 0.642 5.591 0.0 0.0 0.0
H 4.649 1.683 -2.679 0.0 0.0 0.0
H 0.250 -1.748 3.336 -0.1 -0.1 0.1
C -0.771 -5.089 -1.079 0.1 0.0 0.0
C 4.305 1.715 -1.656 0.2 0.1 0.2
H 1.754 -3.420 2.078 0.1 0.0 -0.1
H -0.518 -3.224 -4.334 0.0 0.0 0.0
C 1.978 1.823 5.025 0.1 0.0 -0.3
H 2.965 -0.619 -5.693 0.0 0.0 0.0
O -1.024 -1.678 1.715 0.0 0.3 -0.1
H -3.702 -4.016 0.224 0.0 0.0 0.0
C -0.190 5.451 2.115 0.0 -0.1 0.2
S -0.080 3.907 -0.077 0.2 0.0 -0.5
C 0.057 6.973 4.003 0.2 0.3 0.1
H -3.378 -2.695 -7.429 0.0 0.0 0.0
H 4.672 -1.322 -4.042 0.0 0.0 0.0
N -2.030 5.533 6.585 0.0 0.0 -0.1
H 6.199 2.269 -0.803 0.0 0.0 0.0
C -0.384 -3.931 -1.741 -0.1 0.0 0.0
C -1.906 -3.096 -5.947 -0.1 0.0 -0.1
C -2.766 -3.996 -0.320 -0.1 0.0 0.0
C 0.169 1.304 6.505 -0.1 0.0 0.0
H 0.580 -0.646 -5.100 0.0 0.0 0.0
H -0.140 -5.968 -1.128 0.0 0.0 0.0
C 1.885 -1.703 -2.158 -0.1 0.0 -0.1
H 5.274 2.369 1.510 0.0 0.0 0.0
H 2.087 2.009 7.154 0.0 0.0 0.0
N 0.559 7.895 4.474 0.0 0.0 0.0
C -0.530 5.815 3.409 -0.2 -0.4 -0.1
Br -0.517 1.172 8.263 0.1 0.0 -0.1
H -3.005 -1.953 -0.927 0.0 0.0 0.0
C 2.859 -1.189 2.186 0.2 -0.2 0.1
H -5.824 1.130 -6.408 0.0 0.0 0.0
H 3.387 -0.322 1.795 0.0 -0.4 0.1
C 3.303 1.798 0.888 0.6 0.2 -0.8
H -0.747 0.808 3.297 -0.1 0.1 0.1
C -5.020 0.585 -5.932 0.0 -0.1 -0.1
C -1.427 5.008 4.135 0.2 0.1 -0.3
C -0.068 -2.369 2.486 0.2 0.0 0.0
C -2.884 -0.781 -4.606 -0.1 0.0 -0.2
H -4.967 1.906 -4.242 0.0 0.0 0.0
S -2.392 2.068 1.593 -0.4 -0.4 -0.1
H 0.543 -3.932 -2.300 0.0 0.0 0.0
H 2.994 2.172 4.902 0.0 0.0 0.0
C 5.157 2.048 -0.615 -0.1 -0.1 -0.3
C -1.181 -2.790 -1.689 0.1 0.1 0.1
C -3.515 0.373 -4.046 0.1 0.2 0.4
C -1.959 -5.124 -0.364 0.0 0.0 0.0
C 2.787 1.864 2.247 -0.6 0.4 0.8
C -2.376 -2.837 -0.971 0.1 0.0 0.0
C -0.117 1.045 4.151 0.3 0.0 -0.3
C -0.632 0.960 5.430 -0.1 0.0 0.2
C 4.648 2.098 0.670 -0.3 0.0 0.3
H 1.597 -1.972 -1.147 0.0 0.0 0.0
I -3.121 1.248 -2.148 -0.1 0.1 0.0
H 3.965 -1.996 -1.763 0.0 0.0 0.0
H -2.198 -1.180 3.360 0.0 0.0 0.0
C 0.908 -1.360 -3.099 0.0 0.1 0.1
P -0.824 -1.186 -2.523 0.0 -0.4 0.0
C -0.677 4.285 1.510 -0.1 0.1 0.3
C 3.622 -1.323 -3.776 0.0 0.0 0.0
H -0.484 -3.305 2.879 0.0 0.0 0.0
H -2.918 -0.941 1.754 0.0 0.0 0.0
C 2.664 -0.933 -4.701 0.0 0.0 0.0
C 3.227 -1.704 -2.501 0.0 0.0 0.1
```
Positions in Å, forces in eV/Å.

Calculated values
energy relative to the best compared isomer or geometry (same formula, charge and spin)	0.900	eV
2S+1	1



| no. | HOMO (eV) |
| --- | --- |
| 1 | -5.823 |
| 2 | -6.335 |